(1)
{
  "formula": "C3H8N2O2S",
  "method": "ωB97M-V with the def2-TZVPD basis set",
  "elements": ["C", "C", "C", "N", "N", "O", "O", "S", "H", "H", "H", "H", "H", "H", "H", "H"],
  "xyz": [[1.00, -0.55, 0.68], [0.98, 1.88, -0.05], [0.72, 0.50, -0.25], [0.98, -1.73, 0.18], [-1.58, -1.50, -0.79], [-2.02, 0.07, 1.18], [-2.03, 1.07, -1.08], [-1.51, 0.05, -0.21], [1.07, -0.27, 1.78], [1.70, 2.38, -0.63], [-0.01, 2.36, -0.07], [1.29, 1.98, 0.93], [0.81, 0.02, -1.26], [0.82, -2.47, 0.91], [-1.42, -2.00, 0.10], [-0.82, -1.83, -1.42]],
  "homo_energy_ev": [-6.518, -10.263],
  "homo_lumo_gap_ev": [7.29, 7.17],
  "total_energy_ha": -777.0792,
  "s_squared": 2.02,
  "multiplicity": 3
}



(2)
{
  "formula": "C3H8N2O3S",
  "method": "ωB97M-V with the def2-TZVPD basis set",
  "elements": ["O", "S", "O", "N", "C", "C", "C", "N", "O", "H", "H", "H", "H", "H", "H", "H", "H"],
  "xyz": [[-3.25, -0.51, 0.76], [-2.07, -0.47, -0.06], [-2.18, -0.57, -1.47], [-0.97, -1.58, 0.49], [0.30, -1.40, -0.18], [0.92, -0.03, 0.09], [0.02, 1.11, -0.38], [-1.19, 1.09, 0.42], [-2.06, 2.12, 0.00], [-0.91, -1.53, 1.49], [0.10, -1.52, -1.24], [0.98, -2.20, 0.14], [1.11, 0.09, 1.16], [1.88, 0.04, -0.44], [0.50, 2.08, -0.23], [-0.22, 1.00, -1.45], [-2.83, 2.03, 0.58]],
  "homo_energy_ev": -9.574,
  "homo_lumo_gap_ev": 10.25,
  "total_energy_ha": -852.4556,
  "multiplicity": 1,
  "smiles": "O=S1(=O)NCCCN1O"
}



(3)
{
  "formula": "C3H8N2OS",
  "method": "ωB97M-V with the def2-TZVPD basis set",
  "elements": ["C", "N", "C", "C", "O", "N", "S", "H", "H", "H", "H", "H", "H", "H", "H"],
  "xyz": [[-0.82, 1.91, -0.01], [0.43, 1.25, -0.07], [0.37, -0.04, -0.03], [-0.92, -0.90, -0.02], [-0.68, -2.27, 0.15], [1.54, -0.79, -0.08], [3.09, -0.16, -0.06], [-1.63, 1.24, -0.36], [-0.75, 2.83, -0.66], [-1.03, 2.21, 1.09], [-1.45, -0.77, -0.99], [-1.67, -0.51, 0.70], [-0.83, -2.72, -0.70], [1.32, -1.78, 0.00], [3.03, 0.51, 1.05]],
  "homo_energy_ev": -8.400,
  "homo_lumo_gap_ev": 8.82,
  "total_energy_ha": -701.9937,
  "multiplicity": 1,
  "smiles": "C/N=C(\\CO)NS"
}



(4)
{
  "formula": "C3H8N2OS",
  "method": "ωB97M-V with the def2-TZVPD basis set",
  "elements": ["C", "O", "N", "C", "N", "S", "C", "H", "H", "H", "H", "H", "H", "H", "H"],
  "xyz": [[2.15, -0.86, 0.38], [0.97, -0.19, 0.02], [1.24, 1.10, 0.33], [0.23, 1.84, 0.01], [-1.07, 1.44, -0.10], [-1.77, 0.15, 0.87], [-1.97, -1.11, -0.40], [2.09, -1.90, 0.12], [2.40, -0.82, 1.45], [3.03, -0.48, -0.16], [0.47, 2.88, -0.23], [-1.74, 2.14, -0.40], [-2.25, -2.06, 0.08], [-2.77, -0.84, -1.08], [-1.01, -1.28, -0.88]],
  "homo_energy_ev": -8.189,
  "homo_lumo_gap_ev": 9.04,
  "total_energy_ha": -701.9405,
  "multiplicity": 1,
  "smiles": "CO/N=C\\NSC"
}



(5)
{
  "formula": "C3H8N2OS",
  "method": "ωB97M-V with the def2-TZVPD basis set",
  "elements": ["C", "C", "N", "S", "C", "N", "O", "H", "H", "H", "H", "H", "H", "H", "H"],
  "xyz": [[-0.64, -2.04, -0.17], [-0.92, -0.66, 0.41], [0.18, 0.22, 0.20], [1.35, 0.02, 1.42], [0.25, 0.91, -1.01], [0.77, 2.08, -1.16], [1.20, 2.68, -0.03], [-1.35, -2.81, 0.17], [0.36, -2.48, 0.08], [-0.62, -1.99, -1.26], [-1.11, -0.75, 1.50], [-1.85, -0.23, -0.03], [1.04, 1.09, 2.19], [-0.06, 0.42, -1.94], [1.41, 3.57, -0.36]],
  "homo_energy_ev": -8.537,
  "homo_lumo_gap_ev": 9.36,
  "total_energy_ha": -701.9473,
  "multiplicity": 1,
  "smiles": "CCN(S)/C=N\\O"
}



(6)
{
  "formula": "C3H8N2OS",
  "method": "ωB97M-V with the def2-TZVPD basis set",
  "elements": ["H", "N", "C", "N", "O", "C", "C", "S", "H", "H", "H", "H", "H", "H", "H"],
  "xyz": [[1.83, 0.71, -1.12], [2.74, 0.49, -0.38], [2.32, -0.63, 0.22], [0.88, -1.07, 0.09], [0.16, -0.21, -0.79], [-0.52, 0.86, -0.02], [-1.76, 0.29, 0.74], [-3.06, -0.42, -0.32], [2.95, -1.15, 0.96], [0.81, -1.99, -0.31], [-0.66, 1.62, -0.69], [0.26, 1.24, 0.63], [-1.55, -0.56, 1.44], [-2.31, 1.05, 1.21], [-2.08, -0.21, -1.64]],
  "homo_energy_ev": -9.059,
  "homo_lumo_gap_ev": 9.58,
  "total_energy_ha": -701.8875,
  "multiplicity": 1,
  "smiles": "[H]/N=C\\NOCCS"
}



(7)
{
  "formula": "C3H8N2OS",
  "method": "ωB97M-V with the def2-TZVPD basis set",
  "elements": ["O", "C", "N", "N", "C", "C", "S", "H", "H", "H", "H", "H", "H", "H", "H"],
  "xyz": [[-2.63, -1.33, -0.24], [-2.07, -0.41, 0.34], [-1.29, 0.37, -0.61], [-0.24, 1.22, -0.37], [1.17, 0.85, -0.31], [1.26, -0.32, 0.64], [1.12, -1.64, -0.51], [-2.21, -0.09, 1.33], [-1.38, -0.19, -1.58], [-0.34, 2.21, -0.61], [1.62, 1.68, 0.23], [1.73, 0.71, -1.20], [0.43, -0.20, 1.25], [2.14, -0.20, 1.24], [0.67, -2.65, 0.40]],
  "homo_energy_ev": -8.848,
  "homo_lumo_gap_ev": 9.65,
  "total_energy_ha": -701.9542,
  "multiplicity": 1,
  "smiles": "O=CNNCCS"
}



(8)
{
  "formula": "C3H8N2OS2",
  "method": "ωB97M-V with the def2-TZVPD basis set",
  "elements": ["N", "C", "C", "S", "C", "O", "N", "S", "H", "H", "H", "H", "H", "H", "H", "H"],
  "xyz": [[-1.67, -1.77, -0.35], [-1.75, -0.52, 0.31], [-0.65, 0.52, -0.15], [-0.82, 2.37, 0.11], [0.76, -0.13, 0.13], [1.02, -1.14, 0.76], [1.85, 0.76, -0.19], [3.44, 0.24, 0.09], [-1.01, -2.46, 0.46], [-1.16, -1.61, -1.38], [-1.69, -0.66, 1.46], [-2.75, 0.04, -0.05], [-0.55, 0.65, -1.27], [-0.57, 2.40, 1.55], [1.86, 1.72, -0.46], [3.68, -0.40, -1.01]],
  "homo_energy_ev": -9.116,
  "homo_lumo_gap_ev": 9.55,
  "total_energy_ha": -1100.1402,
  "multiplicity": 1,
  "smiles": "NC[C@@H](S)C(=O)NS"
}



(9)
{
  "formula": "C3H8N2S",
  "method": "ωB97M-V with the def2-TZVPD basis set",
  "elements": ["H", "N", "C", "N", "S", "C", "C", "H", "H", "H", "H", "H", "H", "H"],
  "xyz": [[-0.38, -0.57, -1.67], [-1.32, -0.59, -1.32], [-1.50, 0.09, -0.25], [-2.67, 0.07, 0.49], [-0.29, 1.26, 0.46], [1.36, 0.76, -0.23], [1.84, -0.60, 0.41], [-2.80, 0.69, 1.24], [-3.34, -0.61, 0.31], [1.21, 0.72, -1.32], [2.02, 1.52, 0.11], [1.16, -1.44, 0.18], [1.85, -0.43, 1.49], [2.86, -0.87, 0.11]],
  "homo_energy_ev": -8.919,
  "homo_lumo_gap_ev": 9.77,
  "total_energy_ha": -626.7972,
  "multiplicity": 1,
  "smiles": "[H]/N=C(/N)SCC"
}



(10)
{
  "formula": "C3H8N2S",
  "method": "ωB97M-V with the def2-TZVPD basis set",
  "elements": ["H", "N", "C", "N", "S", "C", "C", "H", "H", "H", "H", "H", "H", "H"],
  "xyz": [[0.00, 1.32, -1.04], [0.94, 1.31, -0.76], [1.06, 0.24, -0.07], [2.34, -0.10, 0.56], [-0.07, -0.99, -0.14], [-1.70, -0.37, -0.28], [-2.13, 0.77, 0.69], [2.34, -0.62, 1.35], [2.85, 0.82, 0.51], [-1.46, -0.02, -1.36], [-2.31, -1.25, -0.52], [-1.37, 1.56, 0.71], [-2.23, 0.62, 1.73], [-3.05, 1.23, 0.26]],
  "homo_energy_ev": -8.650,
  "homo_lumo_gap_ev": 9.42,
  "total_energy_ha": -626.7471,
  "multiplicity": 1,
  "smiles": "[H]/N=C(/N)SCC"
}